Entry 1:
Below is 6 unconnected molecules or ions with the total composition C6H27N2O5 at a distorted geometry, with properties calculated with the ωB97M-V functional and the def2-TZVPD basis.

XYZ file:
```
40
Properties=species:S:1:pos:R:3:forces:R:3:mulliken_charge:R:1
H -0.4934 -1.1703 0.7481 -0.513 -0.477 -0.187 -0.097
H 0.0906 -0.3515 -2.0306 1.067 0.159 1.606 -0.234
O -2.5111 0.4997 1.6874 -1.078 0.048 -0.925 -0.498
O -1.3149 0.4280 3.7556 0.763 0.197 0.492 -0.611
H 1.5649 -2.5654 -0.4852 0.401 -0.017 -0.298 0.402
H 3.2549 -1.8161 2.0605 0.119 -0.230 0.380 0.307
N 1.5614 0.1033 -0.4519 -1.146 1.150 -0.367 -0.100
H 2.7264 -1.7342 -2.0966 0.430 0.385 -0.495 0.362
H -1.5501 1.9641 0.3386 1.160 0.452 0.008 0.447
C 0.6475 -2.1247 -0.8623 -0.233 0.401 0.396 -1.169
H 2.6745 1.7862 -0.5773 -1.023 0.659 0.096 0.449
H 2.4581 -0.1145 -2.9116 0.176 -0.240 -0.271 0.401
H -0.5536 1.2016 1.4387 -0.752 -0.391 -1.126 0.353
H -1.7022 -0.4461 3.7773 0.185 -0.311 0.551 0.325
H 0.3581 -2.6917 -1.7393 -0.324 -0.726 0.133 0.553
H 3.1402 -0.9094 3.3444 0.073 -0.335 -0.547 0.296
H 1.4016 1.9450 -1.7548 -0.194 -1.045 0.110 0.285
H -1.5365 -1.5819 -2.0037 -0.040 -0.131 -0.105 0.300
O -3.1789 2.2698 -0.7319 0.126 0.795 -0.701 -0.600
C 0.6840 2.2507 0.2604 0.209 1.526 0.691 -0.634
H -3.8369 2.9396 -0.5123 -0.215 -0.094 0.476 0.275
H -2.9316 2.6014 -1.6168 0.098 -0.606 0.318 0.289
C -0.3449 -2.1639 0.3115 0.172 -0.748 -0.686 -0.931
H -3.3390 0.7543 1.2644 -0.076 -0.246 -0.189 0.207
C 2.0175 -1.0541 -2.5844 -0.837 -0.564 0.786 -1.469
H 1.2078 2.2502 1.2695 -0.831 0.190 -1.258 0.295
H 0.0575 -2.8104 1.0703 0.466 0.011 0.631 0.468
N -0.6028 1.5211 0.4467 -0.366 -0.747 1.070 0.063
C 1.5961 1.5369 -0.7427 1.313 0.349 0.379 -0.736
H -2.7494 -0.1079 2.3851 -0.255 0.149 -0.054 0.251
O -1.9585 -0.7212 -2.0593 -0.493 0.421 0.130 -0.631
H 0.3426 3.2800 -0.0025 0.986 -0.540 0.076 0.351
C 0.9719 -0.7728 -1.4585 1.491 -0.202 -1.317 0.913
H -1.6181 0.8917 4.5395 -0.032 -0.095 0.201 0.297
O 3.0714 -0.9304 2.3764 -0.192 0.565 0.098 -0.597
H -0.7054 0.7175 -0.1870 0.380 -0.238 0.494 0.023
H -1.2042 -2.7728 0.0150 -0.612 0.945 0.102 0.437
H 1.5352 -1.6272 -3.3939 0.351 0.444 0.004 0.364
H 2.4415 -0.1495 0.0020 -0.597 -0.609 -0.557 0.255
H -1.6722 -0.3252 -2.8886 -0.159 -0.254 -0.143 0.338
```
Forces are in eV/Å.

Properties
DFT total energy ... -19870.712 eV
Highest occupied orbital energy ... -11.780 eV
Charge ... +1
Orbital gap ... 9.14 eV
Relative energy (zero: lowest compared OMol25 entry of this formula, charge and spin) ... 65.5 kcal per mole

***

Entry 2:
Below is 6 unconnected molecules or ions with the total composition C6H27N2O5 at a distorted geometry, with properties calculated with the ωB97M-V functional and the def2-TZVPD basis.

XYZ file:
```
40
Properties=species:S:1:pos:R:3:forces:R:3:mulliken_charge:R:1
C -0.3259 -3.4553 0.0464 0.660 0.528 0.185 -0.266
H 1.3823 -0.2446 2.0676 -1.715 -0.273 0.001 0.105
H -0.3426 2.8751 0.5109 -1.141 0.512 -0.228 0.427
C -1.3659 -3.1408 -1.0069 0.446 1.551 -0.899 -1.050
O 0.0623 1.1567 -3.3315 0.725 -0.830 -1.053 -0.616
H 0.3829 0.6810 -4.1461 -0.940 0.937 1.034 0.292
H -1.1850 -2.1149 -1.3948 0.037 -0.261 0.184 0.113
H -1.1550 -3.7403 -1.8938 -0.522 -0.315 0.169 0.376
O -2.7049 1.2348 -0.4879 0.486 0.118 -0.291 -0.622
H -3.5069 0.8381 -0.1388 -0.077 -0.161 -0.058 0.301
H -2.4214 -3.0973 -0.7384 0.105 -0.672 0.288 0.314
N 0.2622 2.1571 0.8591 0.317 -3.916 1.379 0.358
H 1.3338 3.5070 2.1691 -0.610 -0.815 0.004 0.407
H 0.6501 -3.4010 -0.4520 -0.077 0.027 -0.088 0.049
H 2.0823 0.1369 -1.1033 -0.325 -0.099 0.073 0.276
N -0.3601 -1.1021 1.0297 0.155 -0.751 -1.736 0.208
H 1.2187 0.9713 -2.1045 0.033 0.096 0.740 0.351
O 1.5735 0.9561 -1.1842 0.012 -0.076 -0.384 -0.599
H -1.4142 1.0274 1.8088 0.842 0.565 -0.658 0.280
H -0.4467 3.6431 -1.5726 -0.399 0.314 0.049 0.328
H -0.1620 -0.9277 0.0651 0.628 0.397 -0.433 -0.033
C -0.3123 1.1834 1.9254 -2.564 0.776 0.885 -0.970
H 0.5322 -2.8782 1.9580 -0.044 0.425 -0.185 0.326
H -0.3957 -4.4928 0.3539 -0.183 -0.111 0.364 0.409
C -0.2745 -2.5435 1.2867 -2.920 -0.465 0.923 -0.747
H 3.4260 -1.2887 -0.5203 0.254 -0.270 0.050 0.328
H -1.2827 -2.6709 1.8219 1.508 -0.705 -0.151 0.395
C 1.4930 2.6878 1.4451 1.586 1.538 -0.486 -0.903
O -1.2887 3.6805 -1.0840 0.315 -0.894 -0.794 -0.660
H -2.1913 0.5239 -0.8964 -0.366 -0.096 0.242 0.309
H -0.2844 1.6675 2.9243 0.658 -0.102 -0.710 0.482
O 2.5553 -1.6691 -0.6747 0.062 -0.158 0.284 -0.641
H 2.1135 3.2068 0.7065 -0.206 -0.464 -0.332 0.320
H -0.2666 -0.6146 2.9223 1.043 0.432 -0.160 0.450
H -1.8446 3.0050 -1.5425 0.258 0.703 0.850 0.294
H 0.4256 1.4314 0.0744 0.728 1.779 0.379 -0.033
H 2.1088 1.9040 1.8807 -0.284 -0.026 0.019 0.333
C 0.2142 -0.2430 1.9814 1.470 0.490 1.337 -0.272
H 2.4972 -2.4332 -0.0755 0.039 0.412 -0.293 0.297
H -0.7827 1.5833 -3.4893 0.003 -0.139 -0.501 0.284
```
Forces are in eV/Å.

Properties
DFT total energy ... -19871.287 eV
Highest occupied orbital energy ... -11.863 eV
Charge ... +1
Orbital gap ... 9.15 eV
Relative energy (zero: lowest compared OMol25 entry of this formula, charge and spin) ... 52.2 kcal per mole

***

Entry 3:
Below is 8 unconnected molecules or ions with the total composition C6H28O8 at a distorted geometry, with properties calculated with the ωB97M-V functional and the def2-TZVPD basis.

XYZ file:
```
42
Properties=species:S:1:pos:R:3:forces:R:3:mulliken_charge:R:1
H -2.5054 -0.2321 -0.3710 -0.184 0.446 0.205 0.222
H 0.5455 0.8118 0.1586 -0.526 0.085 -0.238 -0.126
H 1.3986 -4.6817 2.5284 -0.287 0.259 -0.259 0.310
C -1.4228 3.3142 1.5902 0.141 0.032 2.006 -0.412
C 1.2850 0.0520 -0.0941 -0.854 0.928 0.140 -0.228
C -1.0113 1.7823 -2.5596 1.378 0.036 0.991 -0.501
O -0.8580 3.0711 -1.9659 -0.699 0.369 -0.605 -0.503
H 0.7307 -0.8391 -0.3888 0.437 -0.355 0.424 0.150
H -0.4856 -3.1611 3.2184 -0.540 0.053 -0.502 0.322
H 0.2612 -2.8393 1.5955 0.078 -0.271 0.005 0.295
H 2.6367 0.7537 0.9831 0.542 0.326 0.452 0.388
O 2.1104 -0.0465 1.0478 -0.495 -0.866 -0.683 -0.563
H -2.0076 1.5129 -2.9103 -0.082 0.237 0.286 0.370
H 0.2675 -0.6593 -4.1666 -0.053 0.417 -0.192 0.287
H 1.7888 0.4499 -0.9750 0.410 -0.246 -0.109 0.343
H -0.8727 3.8879 -0.1387 -0.070 0.043 -0.445 0.395
H 4.1545 1.5964 2.1672 0.080 -0.110 0.363 0.321
H -0.1611 -1.3816 -2.6835 -0.413 -0.375 0.129 0.116
O 1.3666 -3.9008 3.0858 0.814 0.466 0.190 -0.569
O -0.8295 -2.3514 -4.3883 -0.074 -0.648 0.268 -0.566
H -1.6687 -1.6699 0.0236 0.010 -0.219 0.182 0.068
H 0.6742 -1.9262 3.0383 0.682 -0.120 -0.049 0.236
H 3.2251 -1.3077 1.9151 -0.341 0.242 -0.392 0.354
H -4.2211 -1.1580 0.9616 -0.582 -0.341 -0.001 0.314
H -1.3254 3.6989 -2.5218 0.060 0.328 0.048 0.267
C -0.5621 -1.1664 -3.6740 0.542 0.263 -0.445 -0.322
H -0.8076 2.4162 1.5346 0.068 -0.096 -0.543 -0.007
O -3.6537 -1.7560 0.4696 0.029 0.484 0.247 -0.546
H -0.6554 1.1862 -1.7193 -0.501 -0.821 -0.364 0.015
O 3.7718 1.9031 1.3452 0.138 0.499 -0.034 -0.674
H -1.5704 -2.2729 -4.9937 0.039 0.323 0.155 0.320
H -2.4643 3.0284 1.7373 -0.362 -0.067 -0.806 0.250
C -2.4540 -1.0095 0.3913 0.732 -0.600 -0.592 -0.296
O 3.5450 -2.2072 1.9849 0.637 -0.223 0.090 -0.637
H 4.5243 2.0690 0.7773 0.196 0.082 -0.251 0.313
H -0.2761 1.6478 -3.3530 -0.149 0.047 -0.285 0.325
H -1.1868 3.7146 2.5762 0.219 0.148 0.183 0.299
H 2.9991 -2.6040 2.6637 -0.194 -0.418 0.205 0.327
H -2.1459 -0.6351 1.3675 0.028 0.247 -0.045 0.258
H -1.4150 -0.4918 -3.5982 -0.032 -0.170 0.030 0.189
C 0.4254 -2.9214 2.6700 -0.797 -0.317 0.659 -0.587
O -1.1501 4.3230 0.6708 -0.024 -0.100 -0.419 -0.517
```
Forces are in eV/Å.

Properties
DFT total energy ... -23052.734 eV
Highest occupied orbital energy ... -10.044 eV
Orbital gap ... 10.35 eV
Relative energy (zero: lowest compared OMol25 entry of this formula, charge and spin) ... 111.5 kcal per mole
SMILES ... CO.CO.CO.CO.CO.CO.O.O

***

Which value of orbital gap does entry 2 give?
9.15 eV